Record 1
{
  "formula": "C20H33FO9S3",
  "method": "ωB97M-V with the def2-TZVPD basis set",
  "homo_lumo_gap_ev": 9.01,
  "multiplicity": 1,
  "homo_energy_ha": -0.3201,
  "molar_mass_da": 532.7,
  "max_force_ev_per_a": 4.4,
  "symbols": ["O", "C", "H", "H", "H", "O", "H", "H", "H", "C", "H", "C", "H", "H", "H", "H", "O", "H", "O", "C", "H", "H", "H", "H", "C", "H", "C", "C", "H", "O", "C", "C", "S", "O", "C", "C", "O", "C", "F", "C", "S", "H", "C", "H", "C", "H", "H", "C", "C", "H", "C", "O", "H", "H", "H", "H", "O", "H", "H", "H", "H", "H", "H", "C", "S", "C"],
  "coordinates": [[-0.527, -1.626, 2.528], [-5.063, -0.861, 1.770], [3.350, -1.917, -1.147], [-0.713, 2.875, -0.410], [-1.650, -5.058, -3.596], [-0.670, -0.607, -0.173], [-3.669, -8.289, -2.884], [-1.062, -6.577, -2.878], [-4.194, -8.009, -1.207], [3.545, -1.415, 1.266], [-3.052, -3.288, -0.865], [1.353, 3.573, 1.549], [5.680, 5.020, -2.050], [1.451, 2.738, -0.479], [4.798, 7.763, -0.854], [-5.563, -0.152, 2.466], [3.562, 4.465, -0.220], [2.954, 0.496, -0.395], [2.503, -2.222, -0.776], [-4.748, -3.092, 0.645], [4.153, 7.198, 0.704], [2.153, 3.669, 2.325], [1.470, 0.001, -1.236], [-0.907, 3.262, 1.656], [1.929, 0.060, -0.211], [3.777, -0.375, 1.623], [1.719, 2.397, 0.561], [-0.025, 3.552, 2.269], [1.344, -1.853, 0.878], [-0.632, 0.134, 3.993], [-1.073, 1.851, -0.659], [-3.410, -7.811, -1.938], [3.599, 5.698, -1.059], [-2.780, -5.438, -0.902], [4.725, 5.384, -2.429], [-5.463, -2.247, 1.596], [-1.176, 0.750, 1.530], [-3.924, -0.378, 1.008], [0.114, 2.808, 3.465], [1.057, 0.998, 0.781], [-0.325, -0.190, 2.607], [5.611, 6.435, 0.028], [-1.939, -0.796, -0.727], [-6.318, -2.619, 2.208], [2.223, -1.381, 0.388], [-2.224, -6.614, -4.239], [-0.748, 1.631, -1.711], [-1.918, -6.081, -3.337], [4.651, 6.892, -0.215], [-2.462, -8.200, -1.566], [-0.432, 0.740, 0.259], [-2.119, -0.705, -1.911], [-5.090, -4.147, 0.503], [1.399, 4.528, 0.953], [2.840, 2.354, 0.552], [-2.191, 1.869, -0.562], [1.150, 0.377, 2.093], [-0.231, 4.609, 2.611], [3.327, -1.999, 2.205], [-3.590, 0.669, 1.156], [4.401, -1.887, 0.727], [4.870, 6.302, -3.000], [4.278, 4.627, -3.073], [-3.196, -1.232, 0.102], [-3.294, -6.029, -2.174], [-3.610, -2.629, -0.124]],
  "lowdin_charge": [-0.2369, -0.0684, 0.0797, 0.0813, 0.0517, 0.0255, 0.0521, 0.0598, 0.0501, -0.0334, 0.0974, -0.1520, 0.0598, 0.1233, 0.0541, 0.1002, -0.5492, 0.1212, -0.0849, -0.0667, 0.0519, 0.1266, 0.1363, 0.1019, -0.0597, 0.0791, -0.1231, -0.1789, 0.1254, -0.2459, 0.0417, -0.2715, 0.8283, -0.5557, -0.2679, -0.0769, -0.1774, -0.0396, -0.0716, -0.3090, 0.7395, 0.0600, -0.3745, 0.0967, -0.3540, 0.0522, 0.1165, -0.2669, -0.2649, 0.0588, -0.3898, 0.1541, 0.0979, 0.0985, 0.1064, 0.1101, -0.1410, 0.1225, 0.0885, 0.0980, 0.0814, 0.0542, 0.0512, -0.0889, 0.8156, -0.0011]
}

***

Record 2
{
  "formula": "C32H34ClN3Pt",
  "method": "ωB97M-V with the def2-TZVPD basis set",
  "homo_lumo_gap_ev": [6.29, 4.16],
  "multiplicity": 5,
  "homo_energy_ha": [-0.4417, -0.4999],
  "s_squared": 6.07,
  "molar_mass_da": 691.2,
  "max_force_ev_per_a": 1.1,
  "total_charge": 2,
  "symbols": ["H", "H", "H", "H", "C", "H", "H", "C", "H", "C", "C", "C", "H", "C", "H", "H", "C", "H", "H", "N", "C", "C", "C", "C", "C", "H", "H", "C", "H", "C", "H", "H", "H", "N", "H", "N", "C", "C", "C", "H", "C", "Cl", "H", "H", "H", "Pt", "C", "C", "C", "H", "H", "C", "H", "C", "H", "C", "C", "C", "C", "H", "H", "H", "C", "C", "C", "H", "C", "H", "C", "H", "H"],
  "coordinates": [[-6.465, 6.554, 0.071], [1.998, 5.398, 1.120], [2.882, 4.652, 2.470], [0.618, -2.880, -1.421], [-1.713, 2.907, 2.126], [1.830, 0.057, -1.076], [3.502, 3.251, -1.609], [3.298, 4.111, -0.972], [-4.764, 5.392, 1.390], [-3.529, -0.371, 1.991], [-5.846, 5.801, -0.397], [-1.110, -0.809, 2.592], [-0.966, -2.293, -1.981], [5.531, -1.489, -0.637], [3.988, -0.144, -0.027], [-1.292, -0.379, 3.569], [4.628, 3.093, 0.947], [-5.371, 4.289, -3.387], [-4.036, 0.022, 1.110], [-3.079, 3.494, 0.511], [-1.902, -1.505, 0.436], [-6.029, 5.491, -1.739], [-4.094, 4.183, -0.267], [3.764, -2.335, -2.609], [2.092, -0.698, -1.799], [1.381, -0.948, -2.569], [-2.499, 1.939, -0.838], [-4.262, 3.868, -1.605], [-2.689, -1.566, -0.309], [2.935, 4.931, 1.418], [3.743, 5.651, 1.289], [-1.145, 2.831, 3.037], [1.359, -2.424, 0.867], [-1.551, 2.029, 1.066], [2.185, -1.603, 3.046], [-7.848, 6.712, -3.130], [1.179, -1.500, 3.449], [-4.877, 5.144, 0.344], [-0.433, -2.781, -1.165], [-0.853, -3.789, -1.067], [0.385, -2.004, 1.091], [2.659, -2.901, -3.829], [-4.144, -1.184, 2.387], [2.357, 4.565, -1.281], [1.138, -0.631, 4.102], [0.028, 0.517, 1.150], [5.010, -2.906, -2.526], [2.264, 2.712, 0.736], [-5.233, 4.524, -2.340], [5.375, 3.880, 0.837], [4.614, 2.765, 1.985], [-2.664, 3.811, 1.790], [6.881, -2.937, -1.486], [1.388, 1.807, 0.894], [6.225, -1.168, 0.128], [-7.045, 6.173, -2.512], [-2.174, -0.909, 1.656], [-0.635, -2.070, 0.128], [5.901, -2.485, -1.544], [4.095, 4.842, -1.111], [4.901, 2.256, 0.305], [0.966, -2.383, 4.056], [0.163, -1.410, 2.350], [-2.379, 2.421, 0.116], [3.265, 3.713, 0.513], [-3.645, 3.135, -2.104], [4.286, -0.921, -0.726], [5.286, -3.683, -3.226], [3.352, -1.310, -1.724], [-3.061, 4.642, 2.344], [-3.476, 0.407, 2.752]],
  "lowdin_charge": [0.1360, 0.0941, 0.0969, 0.0636, -0.1055, -0.0020, 0.0961, -0.0132, 0.1130, -0.0114, 0.0093, -0.1139, 0.1050, -0.0736, 0.0915, 0.1425, -0.0009, 0.1344, 0.0916, 0.0213, 0.0164, -0.2034, -0.1600, -0.5927, 0.0334, 0.0354, 0.1407, -0.0026, 0.1457, -0.0076, 0.1050, 0.1157, 0.1437, -0.0982, 0.0954, 0.1943, -0.0142, 0.0065, -0.0105, 0.1222, -0.0279, 0.7209, 0.1140, 0.0962, 0.0946, 1.2594, -0.0908, 0.0351, 0.0032, 0.1068, 0.0989, -0.0044, 0.1166, -0.1230, 0.1107, -0.1559, -0.2904, -0.2277, -0.0476, 0.1047, 0.0837, 0.1136, -0.3770, -0.1157, -0.5951, 0.1087, -0.0554, 0.1161, -0.3319, 0.1301, 0.0896]
}

***

Record 3
{
  "formula": "C7H8",
  "method": "ωB97M-V with the def2-TZVPD basis set",
  "homo_lumo_gap_ev": 10.00,
  "multiplicity": 1,
  "de_lowest_kcal_mol": 129.61,
  "homo_energy_ha": -0.3260,
  "molar_mass_da": 92.1,
  "max_force_ev_per_a": 7.4,
  "symbols": ["C", "H", "H", "H", "H", "H", "C", "C", "C", "C", "H", "H", "C", "C", "H"],
  "coordinates": [[-0.758, 1.151, 0.212], [0.378, -1.615, 1.299], [-0.599, 1.983, -0.472], [0.988, -0.900, -1.768], [-2.007, -1.887, 0.027], [-3.088, 0.216, -0.313], [2.125, 0.010, 0.197], [1.036, -0.680, -0.637], [-1.424, -1.005, 0.199], [-2.043, 0.213, -0.016], [2.845, 0.706, -0.220], [2.441, -0.765, 0.894], [0.735, 0.437, 0.286], [0.057, -1.053, 0.441], [-0.930, 1.547, 1.146]],
  "lowdin_charge": [-0.0933, 0.1131, 0.0888, 0.1577, 0.0820, 0.0910, -0.0518, -0.1835, -0.0956, -0.0056, 0.1048, 0.0940, -0.1760, -0.1823, 0.0566]
}

***

Record 4
{
  "formula": "C27H16BrF3IrN5O9S",
  "method": "ωB97M-V with the def2-TZVPD basis set",
  "homo_lumo_gap_ev": [5.51, 4.13],
  "multiplicity": 5,
  "de_lowest_kcal_mol": 0.00,
  "homo_energy_ha": [-0.2198, -0.2810],
  "s_squared": 6.06,
  "molar_mass_da": 915.6,
  "max_force_ev_per_a": 4.4,
  "symbols": ["C", "N", "C", "Ir", "O", "C", "O", "H", "F", "H", "F", "H", "C", "C", "H", "O", "C", "C", "O", "C", "H", "C", "H", "C", "H", "H", "C", "C", "O", "C", "C", "C", "H", "N", "C", "N", "C", "C", "Br", "H", "F", "O", "O", "C", "H", "C", "H", "H", "H", "O", "O", "N", "C", "H", "C", "C", "C", "N", "S", "C", "C", "C", "H"],
  "coordinates": [[3.729, -5.058, 2.363], [4.301, 0.079, -5.476], [2.409, -1.207, -4.280], [0.495, -0.193, -0.576], [-0.731, -0.113, 1.061], [-0.796, 5.500, 0.195], [1.805, -1.239, 0.727], [-5.200, 1.189, 0.003], [0.220, 0.233, 4.855], [-2.880, -3.128, -3.889], [1.327, -1.035, 3.377], [-0.783, 2.518, -0.293], [4.970, -2.968, 2.873], [-4.195, -1.010, -2.380], [-4.704, 3.437, -0.140], [2.024, -3.054, -0.655], [-1.341, 6.795, 0.505], [-2.687, 7.070, 0.477], [-0.991, 0.570, -1.765], [3.450, -0.558, -4.992], [-3.044, 8.044, 0.557], [-2.856, -0.700, -2.505], [-4.647, 6.200, 0.393], [3.058, -4.321, 1.447], [0.263, 5.298, 0.259], [4.549, -1.219, 1.640], [-4.499, 0.693, -0.686], [-2.247, 0.346, -1.630], [0.848, 1.742, 1.948], [2.027, -0.665, -3.045], [-2.351, -2.217, -4.340], [-4.941, -0.418, -1.371], [-2.916, -1.586, -5.034], [0.962, -3.060, -5.298], [-3.110, 4.789, -0.045], [-3.729, 3.557, -0.283], [1.656, -2.180, -4.997], [-2.822, 2.549, -0.535], [-6.596, -1.091, -0.715], [5.243, -3.223, 5.583], [-0.832, -1.235, 3.552], [-1.497, 1.539, 2.758], [5.306, -4.757, 4.245], [-1.704, 4.478, -0.032], [-1.388, -2.458, -4.788], [3.279, -2.946, 1.282], [6.914, -3.745, 5.085], [2.150, -4.721, 0.993], [3.557, -6.079, 2.540], [-1.947, -1.312, -3.242], [6.004, -2.640, 3.671], [-1.620, 3.069, -0.323], [4.299, -2.277, 1.900], [-0.602, 7.621, 0.492], [5.893, -3.502, 4.812], [0.176, -0.322, 3.599], [4.708, -4.328, 3.125], [1.459, -0.542, -2.024], [-0.315, 0.855, 2.261], [2.280, -2.344, 0.297], [-3.578, 6.013, 0.228], [-3.192, 1.152, -0.881], [-4.623, -1.883, -2.883]],
  "lowdin_charge": [0.0314, 0.1722, -0.1951, 1.5029, -0.5182, 0.0089, -0.1479, 0.1081, 0.1213, 0.1286, 0.1140, 0.1201, -0.2305, -0.0747, 0.1447, 0.0476, -0.0792, -0.0833, -0.1860, -0.2026, 0.0858, -0.1914, 0.1230, -0.0387, 0.1100, 0.1526, -0.1009, -0.2606, -0.3365, -0.0322, 0.0201, -0.6438, 0.1049, 0.1826, -0.1771, 0.1653, -0.1634, -0.1794, 0.8046, 0.1207, 0.0997, -0.2818, 0.0214, -0.1058, 0.0527, -0.1459, 0.1382, 0.1262, 0.1002, -0.0419, 0.0263, 0.1860, 0.0530, 0.1132, -0.0534, -0.5632, -0.2052, -0.0735, 0.6332, -0.6237, -0.0324, -0.0617, 0.1107]
}

***

Record 5
{
  "formula": "C4H12",
  "method": "ωB97M-V with the def2-TZVPD basis set",
  "homo_lumo_gap_ev": [11.64, 3.86],
  "multiplicity": 2,
  "de_lowest_kcal_mol": 8.28,
  "homo_energy_ha": [-0.5554, -0.5548],
  "s_squared": 0.75,
  "molar_mass_da": 60.1,
  "max_force_ev_per_a": 1.3,
  "total_charge": 1,
  "symbols": ["H", "H", "H", "H", "C", "C", "H", "H", "H", "C", "H", "C", "H", "H", "H", "H"],
  "coordinates": [[-0.280, 1.445, 0.411], [-0.455, -1.116, 1.596], [0.876, -0.206, 0.796], [2.044, -2.280, 0.236], [-0.781, 2.046, -0.349], [-0.865, 1.433, -1.645], [-1.541, 1.887, -2.362], [0.086, 1.131, -2.198], [0.333, -2.525, -0.210], [1.016, -2.353, 0.615], [-1.805, 2.414, -0.078], [0.619, -1.100, 1.411], [-1.113, 0.316, -1.486], [1.227, -0.978, 2.313], [-0.355, 3.103, -0.318], [0.994, -3.215, 1.270]],
  "lowdin_charge": [0.0816, 0.0646, 0.0367, 0.0725, -0.0163, -0.0086, 0.1132, 0.1999, 0.0551, -0.1588, 0.1769, -0.1703, 0.2047, 0.0744, 0.2079, 0.0665]
}